{"formula": "C10H24BrClF3NO11S", "method": "ωB97M-V/def2-TZVPD", "symbols": ["C", "C", "C", "Br", "C", "N", "C", "O", "O", "S", "O", "O", "O", "C", "C", "Cl", "C", "C", "C", "F", "F", "F", "H", "H", "H", "H", "H", "H", "H", "H", "H", "H", "H", "H", "O", "H", "H", "O", "H", "H", "O", "H", "H", "O", "H", "H", "O", "H", "H", "O", "H", "H"], "xyz": [[0.878020, 1.867075, -1.553192], [1.208517, 1.008505, -0.271800], [1.160566, -0.552555, -0.450346], [2.261752, -1.171344, -2.000016], [-0.242703, -1.272994, -0.302147], [-0.304344, -1.565962, 1.181125], [0.011842, -2.725243, 1.455049], [0.380191, -3.733931, 1.838519], [0.020261, -2.620592, -0.830936], [-1.299285, -3.207734, -1.661568], [-1.646300, -4.433479, -0.985507], [-1.186167, -3.315283, -3.083595], [-2.318380, -2.033655, -1.061569], [-1.610983, -0.748405, -0.871826], [-2.637723, -0.085480, 0.155834], [-2.040786, 1.442671, 0.908288], [-4.105728, 0.052769, -0.387819], [-4.540421, 1.480650, -0.896888], [-1.712291, -0.191531, -2.370017], [-1.928658, 1.146657, -2.448178], [-2.787430, -0.772773, -3.022419], [-0.635259, -0.484837, -3.145291], [-0.090967, 2.393931, -1.376039], [0.939772, 1.319194, -2.519509], [1.653113, 2.683734, -1.613750], [0.664792, 1.343339, 0.653773], [2.286426, 1.227965, -0.033906], [1.775624, -0.929363, 0.411342], [-2.695341, -0.835089, 0.990988], [-4.772775, -0.169145, 0.494445], [-4.402766, -0.688604, -1.163896], [-5.113356, 1.352995, -1.855241], [-3.717441, 2.195091, -1.118737], [-5.247822, 2.002867, -0.195343], [-4.929864, 1.449615, -4.206612], [-5.148280, 1.817340, -5.070568], [-4.665259, 0.541853, -4.398018], [3.641775, 1.564405, 2.025878], [3.851224, 1.929382, 2.895835], [4.216295, 0.790303, 1.951980], [3.619156, 2.708632, 5.233881], [3.091916, 3.506287, 5.109355], [3.306704, 2.350270, 6.072359], [4.735470, 0.669915, -0.644056], [4.847606, 1.478432, -0.127249], [5.610978, 0.267551, -0.638658], [6.434886, -0.138143, 1.691393], [6.277013, -1.014650, 1.320044], [7.096397, -0.287900, 2.377101], [-0.083165, -2.341146, 4.855274], [-0.281020, -2.012338, 3.970764], [0.174216, -3.259249, 4.711468]], "forces_ev_per_angstrom": [[0.236, 0.910, 0.961], [1.275, 0.051, -0.657], [0.588, 1.007, 0.902], [-0.717, 0.455, 0.501], [2.473, -0.813, 1.125], [-0.978, 0.233, -1.146], [-0.204, 1.923, -0.067], [0.245, -1.466, 0.591], [-2.190, 0.680, -2.376], [-0.428, -2.086, 1.986], [0.145, 1.451, -0.379], [0.238, 1.470, 1.166], [1.640, -0.983, -0.545], [-1.871, -1.268, -0.572], [-0.057, -0.892, 0.082], [-0.156, -0.642, -0.406], [-0.928, 1.011, 0.586], [-0.743, 0.190, -0.626], [-0.213, 0.851, -1.352], [0.352, -1.295, 0.428], [1.147, 0.839, 0.868], [-0.793, 0.236, 1.130], [0.617, -0.570, -0.642], [-0.314, 0.294, 0.862], [-0.765, -0.801, 0.024], [0.221, -0.566, -1.054], [-1.076, -0.476, -0.141], [-0.824, 0.110, -0.970], [0.420, 0.781, -0.864], [0.800, 0.079, -0.816], [0.812, 0.342, 0.669], [0.614, 0.207, 0.896], [-0.470, -0.729, 0.230], [0.834, -0.636, -0.437], [-0.025, -0.117, -0.253], [0.003, 0.020, 0.101], [0.046, 0.075, 0.079], [0.171, -0.038, 0.117], [-0.111, -0.034, 0.030], [0.042, 0.081, -0.051], [-0.107, 0.117, 0.009], [0.069, -0.055, -0.029], [0.058, -0.070, -0.106], [0.114, 0.071, 0.026], [-0.061, -0.083, 0.055], [-0.048, 0.113, -0.027], [0.033, -0.206, 0.040], [-0.051, 0.064, 0.050], [-0.051, 0.093, -0.039], [0.017, -0.108, -0.175], [-0.010, 0.110, 0.164], [-0.021, 0.069, 0.050]], "homo_ev": -10.027, "gap_ha": 0.3729, "smiles": "CC[C@H](Br)[C@]1(N=C=O)OS(=O)(=O)O[C@]1([C@@H](Cl)CC)C(F)(F)F.O.O.O.O.O.O"}

{"formula": "C7H12Cl2N3O4Ru", "method": "ωB97M-V/def2-TZVPD", "symbols": ["Ru", "Cl", "C", "Cl", "H", "H", "C", "O", "C", "O", "N", "N", "H", "H", "H", "H", "H", "H", "O", "C", "C", "C", "C", "O", "N", "H", "H", "H", "H"], "xyz": [[0.091778, -0.535265, 0.621350], [-0.195976, -0.780902, 3.045043], [-1.294044, -2.176200, 2.668399], [-0.769538, -2.792851, 1.059902], [-2.306202, -1.792753, 2.572597], [-1.155344, -2.943400, 3.421594], [3.063837, -0.659864, -3.613911], [1.732065, -0.543641, -3.026717], [1.530644, -0.692606, -1.772415], [0.345155, -0.633478, -1.346296], [2.541609, -0.938403, -0.909141], [2.209085, -1.093424, 0.456731], [2.910439, -0.495160, -4.673223], [3.449180, -1.663941, -3.444606], [3.711328, 0.115728, -3.207665], [3.508652, -1.008050, -1.191151], [2.739458, -0.409127, 0.999054], [2.479633, -2.025555, 0.769969], [-3.609120, -0.143436, 1.484502], [-2.921757, 0.711323, 1.021334], [-3.198122, 2.187728, 0.775425], [-1.830060, 2.843577, 0.477855], [-0.930143, 1.661353, 0.458982], [0.329221, 1.507871, 0.342155], [-1.555090, 0.502029, 0.664399], [-3.695798, 2.609855, 1.646486], [-3.889466, 2.272913, -0.063188], [-1.507081, 3.551615, 1.242402], [-1.784336, 3.364055, -0.479876]], "forces_ev_per_angstrom": [[0.128, 0.050, 0.059], [-0.118, -0.167, -0.074], [0.155, 0.005, -0.019], [-0.008, 0.105, 0.208], [-0.012, 0.032, -0.023], [-0.013, -0.015, -0.004], [-0.023, -0.006, 0.013], [0.043, 0.006, -0.075], [-0.130, -0.080, 0.153], [0.160, 0.056, -0.081], [-0.042, 0.034, -0.053], [-0.006, 0.007, -0.056], [0.003, -0.004, -0.001], [0.011, 0.000, -0.005], [0.000, 0.001, 0.003], [0.000, 0.001, 0.005], [0.011, -0.024, 0.015], [-0.012, -0.012, -0.020], [-0.028, -0.050, -0.062], [0.063, 0.045, 0.261], [-0.013, 0.059, -0.086], [0.004, 0.010, -0.011], [0.226, 0.029, -0.042], [-0.220, -0.048, 0.115], [-0.160, 0.016, -0.232], [0.001, -0.035, 0.012], [-0.008, -0.007, -0.006], [0.002, -0.006, 0.005], [-0.015, -0.001, 0.002]], "spin_multiplicity": 2, "homo_ev": [-16.944, -16.890], "charge": 2, "e_above_lowest_kj_mol": 0.0, "gap_ha": [0.3345, 0.2732], "s_squared": 0.75}

{"formula": "C3H15NO5S2", "method": "ωB97M-V/def2-TZVPD", "symbols": ["N", "C", "C", "O", "C", "S", "S", "H", "H", "H", "H", "H", "H", "H", "H", "H", "O", "H", "H", "O", "H", "H", "O", "H", "H", "O"], "xyz": [[0.743697, -2.618285, -0.423442], [0.940283, -1.201497, 0.108465], [1.259716, -0.169188, -1.090739], [1.111785, 0.988528, -0.779093], [1.795315, -1.020333, 1.323066], [1.475324, -1.653271, 3.103528], [-0.675321, -1.676016, 3.382208], [1.658529, -3.046621, -0.721887], [0.409565, -3.180760, 0.243663], [-0.100907, -0.905895, 0.504360], [1.641888, -0.462446, -2.075051], [1.766879, 0.212033, 1.377112], [2.836439, -1.320162, 1.531566], [-0.891420, -3.031461, 3.419870], [-0.972954, 1.413856, -2.183440], [-1.145585, 2.987301, -2.656688], [-1.701098, 2.140675, -2.366269], [-1.971541, -0.043444, -3.565533], [-0.992727, -0.208446, -4.483866], [-1.120441, -0.476466, -3.537138], [0.199367, 3.515930, 1.445108], [1.546142, 3.023990, 1.476247], [0.832227, 3.057605, 2.122054], [-3.030510, 1.462196, 0.499615], [-2.989914, 1.252732, 2.045943], [-2.624750, 0.959447, 1.300350]], "forces_ev_per_angstrom": [[3.382, 3.445, -3.358], [-1.921, -2.466, -1.143], [-0.290, -0.083, 3.119], [0.139, -0.041, -1.023], [0.768, 4.167, 2.432], [-2.377, 0.034, -1.190], [1.284, -0.421, -0.111], [-1.197, 0.777, 0.425], [-1.744, -2.473, 3.287], [1.341, -0.178, -0.877], [-0.215, -0.437, -0.053], [0.290, -3.010, 0.395], [0.093, 0.036, -1.773], [0.348, 0.691, -0.163], [-1.973, 2.255, -0.582], [-1.718, -2.907, 1.026], [3.640, 0.705, -0.386], [-1.065, 0.146, 1.363], [1.110, -0.809, 0.842], [0.039, 0.654, -2.141], [0.907, -1.237, 2.276], [0.754, -0.483, 0.385], [-1.660, 1.642, -2.666], [1.044, -1.264, 2.411], [-2.463, 2.061, 4.546], [1.486, -0.804, -7.038]], "homo_ev": -8.778, "e_above_lowest_kj_mol": 179.4, "gap_ha": 0.3362, "smiles": "N[C@H](C=O)CSS.O.O.O.O"}

{"formula": "C21H29N3O4S", "method": "ωB97M-V/def2-TZVPD", "symbols": ["C", "C", "O", "C", "C", "C", "C", "C", "C", "N", "C", "O", "C", "H", "H", "C", "C", "H", "H", "H", "C", "H", "H", "H", "H", "H", "H", "O", "C", "C", "H", "H", "H", "H", "H", "N", "C", "N", "H", "C", "C", "C", "C", "C", "O", "H", "H", "H", "H", "H", "S", "H", "H", "H", "H", "H", "H", "H"], "xyz": [[1.435844, 2.654771, 1.230885], [0.708822, 2.602252, -0.108288], [-0.359523, 1.674341, -0.112924], [-0.100939, 0.330014, -0.190226], [1.140532, -0.229795, -0.431414], [1.293557, -1.615199, -0.514088], [0.169953, -2.440072, -0.391745], [-1.077192, -1.879802, -0.162194], [-1.226457, -0.506956, -0.044876], [-2.450895, 0.115252, 0.192120], [-3.667382, -0.451322, 0.436724], [-3.859222, -1.642979, 0.529226], [-4.767018, 0.585441, 0.580394], [-4.464275, 1.333791, 1.316495], [-5.659201, 0.076546, 0.947506], [-5.086885, 1.271139, -0.757682], [-6.127705, 2.367803, -0.544706], [-7.048621, 1.944087, -0.150702], [-5.765964, 3.116237, 0.157328], [-6.354223, 2.862665, -1.486146], [-5.585402, 0.246831, -1.773046], [-4.846215, -0.535735, -1.925898], [-5.785749, 0.724478, -2.729464], [-6.503313, -0.217878, -1.420615], [-4.172341, 1.732744, -1.149287], [-2.391031, 1.124452, 0.175519], [-1.940073, -2.518278, -0.074978], [0.308882, -3.802849, -0.557546], [0.714492, -4.515260, 0.604836], [-0.359508, -4.552441, 1.684941], [-1.280654, -4.963545, 1.280724], [-0.024663, -5.175587, 2.509668], [-0.562569, -3.551135, 2.058694], [1.640738, -4.083304, 1.010435], [0.926165, -5.524313, 0.243446], [2.520907, -2.215348, -0.804728], [3.777167, -1.807899, -0.489264], [3.911351, -0.919125, 0.522162], [3.065267, -0.595361, 0.968912], [5.101731, -0.125042, 0.717118], [4.923015, 1.255911, 0.171244], [4.549152, 1.687834, -1.068688], [4.505196, 3.101884, -0.997824], [4.852546, 3.421684, 0.277314], [5.099082, 2.311531, 0.994570], [4.963893, 4.363249, 0.777256], [4.254591, 3.779137, -1.788181], [4.351581, 1.075087, -1.924976], [5.912089, -0.647204, 0.196485], [5.335926, -0.063366, 1.782940], [5.069831, -2.478584, -1.267672], [2.459599, -3.074372, -1.337994], [1.996862, 0.400021, -0.613044], [1.409249, 2.397488, -0.925884], [0.227028, 3.564007, -0.304967], [1.900073, 1.698950, 1.460880], [0.734422, 2.894749, 2.026174], [2.207499, 3.418374, 1.195054]], "forces_ev_per_angstrom": [[-0.265, -0.110, -0.292], [0.385, 0.357, 0.171], [-0.307, -0.494, -0.018], [-0.171, -0.178, 0.070], [-0.099, 0.129, -0.066], [-0.578, -0.082, 0.220], [0.346, 0.251, 0.107], [0.068, -0.098, -0.090], [0.316, -0.066, -0.032], [0.224, 0.472, -0.085], [-0.241, 0.437, 0.245], [-0.049, -0.363, -0.040], [0.021, -0.021, -0.200], [-0.013, 0.018, 0.054], [0.057, -0.015, 0.037], [-0.230, -0.006, 0.057], [0.282, -0.092, -0.055], [-0.142, -0.040, 0.054], [-0.015, 0.107, 0.081], [-0.070, 0.077, -0.077], [0.238, 0.174, 0.066], [0.020, -0.138, -0.085], [-0.033, 0.012, -0.106], [-0.125, -0.084, 0.040], [-0.037, -0.014, 0.029], [-0.137, -0.143, 0.030], [-0.020, -0.035, 0.013], [-0.124, 0.448, -0.327], [0.051, -0.284, 0.517], [0.191, 0.111, -0.368], [-0.115, -0.060, 0.001], [0.029, -0.053, 0.115], [-0.034, 0.036, 0.092], [-0.071, -0.061, -0.124], [0.058, 0.106, 0.074], [-0.063, -0.229, -0.089], [0.065, -0.181, 0.235], [-0.524, -0.039, -0.046], [0.072, -0.006, -0.043], [0.235, 0.179, 0.164], [-0.269, -0.306, -0.707], [0.163, -0.310, 0.503], [0.107, 0.275, 0.490], [-0.194, 0.460, -0.701], [0.155, -0.198, 0.396], [0.047, 0.077, 0.159], [-0.022, 0.217, -0.126], [-0.014, -0.223, -0.156], [-0.113, 0.116, 0.209], [0.038, -0.034, -0.093], [0.486, -0.288, -0.443], [0.191, 0.190, 0.034], [0.060, 0.104, -0.005], [-0.099, 0.010, 0.028], [0.116, -0.119, -0.046], [0.100, -0.065, 0.044], [-0.049, 0.026, 0.079], [0.101, 0.047, 0.007]], "homo_ev": -7.762, "e_above_lowest_kj_mol": 182.6, "gap_ha": 0.3045, "smiles": "CCOc1cc(NC(=S)NCc2ccco2)c(OCC)cc1NC(=O)CC(C)C"}

{"formula": "C4H5FOS2", "method": "ωB97M-V/def2-TZVPD", "symbols": ["C", "C", "C", "C", "H", "H", "H", "H", "H", "O", "F", "S", "S"], "xyz": [[-1.391253, -0.967052, -0.263290], [-0.366897, 0.069839, 0.497765], [0.072293, 1.300771, -0.273476], [1.934544, -0.234743, 0.223415], [-1.168782, -2.082795, 0.056127], [-1.245431, -1.109907, -1.324778], [-0.665019, 0.339161, 1.616152], [-0.332794, 1.193546, -1.241675], [-0.259853, 2.356055, 0.315986], [0.884037, -0.827978, 0.554074], [-2.662108, -0.430057, -0.044043], [1.774478, 1.376711, 0.029983], [3.426789, -0.983557, -0.146239]], "forces_ev_per_angstrom": [[1.317, -0.026, 1.890], [-0.390, -2.247, 1.139], [-2.436, 2.609, 3.548], [5.139, -2.259, -1.499], [-1.096, 2.333, 0.468], [0.276, 0.988, -0.512], [0.457, -1.033, -2.430], [0.198, 0.577, -1.473], [0.037, -2.965, -2.002], [-4.129, -1.226, 1.007], [0.522, -0.980, -0.053], [1.754, 3.631, -0.946], [-1.648, 0.598, 0.862]], "homo_ev": -8.354, "e_above_lowest_kj_mol": 160.2, "gap_ha": 0.3163, "smiles": "FC[C@@H]1CSC(=S)O1"}

{"formula": "C2H2FLaO2", "method": "ωB97M-V/def2-TZVPD", "symbols": ["H", "O", "C", "C", "O", "F", "H", "La"], "xyz": [[-1.052697, 0.384106, 1.230149], [0.294060, 1.422831, 0.009732], [-0.594791, 0.476117, 0.203169], [-0.003025, -0.932886, 0.030878], [1.188010, -1.041882, -0.246944], [-1.663501, 0.510830, -0.721965], [-0.661927, -1.816218, 0.041070], [2.493870, 0.997101, -0.546090]], "forces_ev_per_angstrom": [[0.161, 0.909, -0.608], [3.781, 0.489, -0.867], [-2.763, -2.379, 0.653], [-0.790, 0.212, -1.035], [1.083, 0.567, -0.005], [1.310, 0.079, 0.884], [0.191, 0.113, 0.282], [-2.972, 0.010, 0.696]], "homo_ev": -19.090, "charge": 2, "e_above_lowest_kj_mol": 0.0, "gap_ha": 0.3029}

What F_max values result from the calculations? In sequence: 0.0642, 0.0055, 0.1408, 0.0167, 0.1130, 0.0760 hartree/bohr.
What total energy values result from the calculations? In sequence: -136322.227, -47724.331, -36749.315, -45743.498, -30661.994, -9759.684 eV.